[1]
A molecular structure, C41H36N10O7Ti at a distorted geometry, computed with ωB97M-V/def2-TZVPD.

Output
Highest occupied orbital energy (alpha / beta) (Eh): -0.1913 / -0.2754
2S+1: 3
⟨S²⟩: 2.021

Each line ends with the Mulliken charge.
Cartesian coordinates (Å):
Ti: 0.800 -0.536 1.412  -1.419
N: -5.434 0.402 1.803  -0.027
C: -4.644 -0.324 1.002  -0.318
N: -3.339 -0.340 1.148  -0.210
C: -2.831 0.197 2.296  0.394
N: -1.713 -0.242 2.835  -0.999
N: -1.026 -1.143 2.133  1.725
C: -1.165 -2.420 2.541  -1.027
C: -0.008 -3.246 2.552  0.826
C: 0.161 -4.334 3.436  -1.167
C: 1.471 -4.828 3.643  -0.306
C: 2.547 -4.357 2.826  -1.073
C: 2.258 -3.435 1.812  -0.222
N: 1.040 -2.794 1.791  0.582
C: -3.536 1.177 3.015  0.781
C: -2.946 1.917 4.036  -0.082
C: -3.746 2.546 5.013  -0.942
C: -5.100 2.385 4.954  -0.409
C: -5.687 1.728 3.869  -0.705
C: -4.942 1.211 2.847  -0.358
H: -6.435 0.345 1.686  0.243
H: -5.082 -0.884 0.155  0.370
H: -2.124 -2.780 3.005  0.180
H: -0.682 -4.682 4.029  0.428
H: 1.605 -5.597 4.409  0.390
H: 3.523 -4.794 2.925  0.434
H: 2.955 -3.215 1.018  0.423
H: -1.841 1.947 4.095  0.207
H: -3.298 3.091 5.810  0.461
H: -5.733 2.740 5.768  0.376
H: -6.752 1.577 3.919  0.338
O: 6.031 1.283 3.021  -0.540
C: 6.217 0.641 1.857  0.368
O: 7.357 0.396 1.436  -0.615
C: 4.933 0.212 1.190  0.020
C: 4.794 -0.089 -0.186  -0.329
N: 3.530 -0.408 -0.418  0.059
N: 2.765 -0.334 0.730  1.030
C: 3.615 0.059 1.693  -0.567
C: 2.984 0.197 3.017  1.195
O: 3.538 0.814 3.925  -0.843
O: 1.784 -0.319 3.035  -0.419
H: 5.089 1.141 3.339  0.392
H: 5.600 -0.078 -0.924  0.496
H: 3.129 -0.750 -1.280  0.048
C: -1.860 -0.607 -6.180  -0.838
O: -1.494 -0.037 -4.933  -0.334
C: -0.651 1.027 -4.906  0.484
C: -0.702 2.103 -5.770  -0.512
C: 0.298 3.077 -5.767  -0.575
C: 1.269 3.086 -4.753  -0.868
C: 1.269 2.049 -3.813  0.122
C: 0.309 1.055 -3.837  -0.376
N: 0.109 0.052 -2.866  0.377
C: 0.181 0.248 -1.513  -0.156
N: 0.175 1.542 -1.141  0.267
C: 0.148 2.090 0.165  -1.441
C: 0.361 1.406 1.330  2.065
C: 0.437 2.156 2.546  -1.167
C: 0.156 3.498 2.538  -0.652
C: -0.114 4.208 1.402  -0.673
C: -0.130 3.501 0.198  0.896
O: -0.323 3.970 -1.099  -0.437
C: -0.927 5.271 -1.103  -1.070
N: 0.237 -0.756 -0.616  0.924
C: -0.021 -2.112 -1.054  -0.505
C: -1.280 -2.645 -0.857  0.200
C: -1.633 -3.933 -1.346  -1.009
C: -0.772 -4.641 -2.120  -0.966
C: 0.486 -4.105 -2.374  -0.373
C: 0.867 -2.849 -1.869  0.164
O: 2.159 -2.440 -2.069  -0.038
C: 2.945 -2.984 -3.179  -1.273
H: -2.032 -1.664 -5.965  0.276
H: -1.065 -0.557 -6.936  0.396
H: -2.806 -0.175 -6.590  0.289
H: -1.633 2.226 -6.315  0.401
H: 0.244 3.893 -6.511  0.347
H: 2.010 3.879 -4.755  0.441
H: 1.944 2.188 -2.935  0.372
H: -0.220 -0.911 -3.109  0.390
H: 0.040 2.251 -1.890  0.519
H: 0.533 1.551 3.478  0.481
H: 0.262 3.975 3.545  0.357
H: -0.308 5.281 1.488  0.371
H: -1.200 5.479 -2.156  0.260
H: -0.223 6.037 -0.809  0.338
H: -1.822 5.270 -0.463  0.413
H: -1.976 -2.111 -0.252  0.543
H: -2.683 -4.257 -1.111  0.333
H: -1.002 -5.617 -2.522  0.413
H: 1.173 -4.682 -2.974  0.508
H: 3.710 -2.230 -3.589  0.237
H: 2.366 -3.294 -4.013  0.529
H: 3.528 -3.845 -2.851  0.363


[2]
2 unconnected molecules or ions with the total composition C4H10N2O, computed with ωB97M-V/def2-TZVPD.

Output
Highest occupied orbital energy (Eh): -0.3597
2S+1: 1

Each line ends with the Mulliken charge.
Cartesian coordinates (Å):
O: -3.821 0.960 0.066  -0.470
C: -2.939 0.449 -0.557  0.188
C: -2.316 1.081 -1.767  -0.834
H: -2.526 -0.543 -0.293  0.283
H: -3.128 1.280 -2.470  0.310
H: -1.514 0.510 -2.226  0.271
H: -1.890 2.057 -1.519  0.265
C: 0.653 -0.321 -0.041  -0.566
N: 2.402 -0.448 2.170  -0.624
C: 2.701 -0.997 0.860  0.042
N: 1.978 -0.956 -0.165  -0.437
H: -0.051 -1.149 0.056  0.224
H: 0.439 0.219 -0.958  0.160
H: 0.590 0.292 0.856  0.370
H: 2.611 -1.179 2.850  0.262
H: 3.134 0.235 2.333  0.228
H: 3.676 -1.487 0.806  0.329


[3]
A molecular structure, C8H21CuNO4 at a distorted geometry, computed with ωB97M-V/def2-TZVPD.

Output
Highest occupied orbital energy (alpha / beta) (Eh): 0.1091 / -0.0135
2S+1: 2
⟨S²⟩: 0.751
Net charge: -2

Each line ends with the Mulliken charge.
Cartesian coordinates (Å):
Cu: -0.286 -0.520 0.472  0.486
C: 0.836 -3.773 1.662  -1.010
O: 0.059 -2.611 1.747  -0.687
H: 1.895 -3.714 1.912  0.240
H: 0.512 -4.652 2.218  0.295
H: 0.869 -4.194 0.657  0.253
C: -1.032 1.731 2.725  -0.746
O: -1.148 0.339 2.692  -0.770
H: -0.017 2.027 2.990  0.190
H: -1.356 2.245 1.820  0.106
H: -1.609 2.155 3.548  0.286
C: 2.934 -0.579 1.102  -0.948
O: 1.973 0.250 0.409  0.629
C: 2.406 0.757 -0.849  -2.656
C: 1.119 1.181 -1.613  -1.461
N: 0.239 0.048 -1.769  2.093
C: -0.814 0.268 -2.728  -3.036
C: -2.109 0.857 -1.978  -0.920
O: -2.406 0.041 -0.830  -0.034
C: -3.359 0.642 0.064  -0.919
H: 3.985 -0.291 1.081  0.451
H: 2.866 -1.579 0.674  0.295
H: 2.712 -0.752 2.155  0.261
H: 2.939 0.006 -1.433  0.686
H: 3.113 1.568 -0.680  0.530
H: 1.419 1.671 -2.539  1.459
H: 0.500 1.913 -1.094  0.080
H: 0.744 -0.701 -2.221  -0.433
H: -1.124 -0.664 -3.201  0.278
H: -0.442 0.903 -3.531  0.926
H: -2.895 0.820 -2.732  0.668
H: -2.017 1.915 -1.733  0.429
H: -3.251 0.320 1.100  0.383
H: -4.345 0.763 -0.384  0.333
H: -2.910 1.610 0.286  0.263


For the records above, the corresponding E values read -3507.68355; -343.10811; -2313.31532 Eh.